DFT (ωB97M-V/def2-TZVPD) results for a cluster of 6 separate species, C5H23NO5 in total in a non-equilibrium geometry.

Summary:
- Structure (SMILES): CCN(C)CC.O.O.O.O.O
- HOMO-LUMO gap: 8.79 eV
- ΔE to the lowest compared entry with this formula, charge and spin: 29.6 kcal per mole
- Total energy: -635.187295 Eh

ORCA input file:
```
! RIJCOSX wB97M-V def2-TZVPD def2/J DEFGRID3
* xyz 0 1
C 0.0820 1.3502 -1.4689
C -1.0906 0.3725 -1.4839
N -0.9626 -0.8072 -0.6146
C -1.5915 -0.5617 0.7183
C 0.3715 -1.4157 -0.5547
C 1.3913 -0.9710 0.5096
H 0.0872 1.7928 -0.4698
H 1.0456 0.9058 -1.6236
H -0.0686 2.0924 -2.2608
H -2.0059 0.9050 -1.2039
H -1.1989 0.0344 -2.5213
H -2.6354 -0.2612 0.6518
H -0.9988 0.3191 1.0358
H -1.5742 -1.3823 1.4429
H 0.8293 -1.2357 -1.5233
H 0.2635 -2.5256 -0.5046
H 1.6693 0.0360 0.1885
H 1.0415 -0.9714 1.5259
H 2.1696 -1.6906 0.2257
O -3.1734 -1.9944 -2.7670
H -3.5805 -1.9609 -1.8958
H -2.3922 -1.4517 -2.6147
O -2.4946 1.3269 3.2336
H -3.1640 0.8536 2.7655
H -1.6003 1.3183 2.8503
O 0.8411 1.4771 2.7755
H 1.6658 0.9760 2.9362
H 0.6086 2.1969 3.3613
O 3.2646 0.3792 3.1449
H 3.5966 0.0186 2.3000
H 2.6517 -0.3341 3.3817
O 2.6102 0.6391 -3.7618
H 2.6503 -0.3189 -3.8525
H 1.6918 0.8884 -3.9265
*
```

***

DFT (ωB97M-V/def2-TZVPD) results for a cluster of 7 separate species, C5H23NO8 in total in a non-equilibrium geometry.

Summary:
- Structure (SMILES): C[C@H](C(=O)O)N(C)C.O.O.O.O.O.O
- HOMO-LUMO gap: 7.92 eV
- ΔE to the lowest compared entry with this formula, charge and spin: 107.7 kcal per mole
- Total energy: -860.866248 Eh

ORCA input file:
```
! RIJCOSX wB97M-V def2-TZVPD def2/J DEFGRID3
* xyz 0 1
C -0.3717 -1.4853 -1.8523
C 0.1926 -0.2602 -0.9623
C 1.2740 -0.9682 -0.2413
O 1.3484 -2.0414 0.3594
O 2.5283 -0.4505 -0.6107
N -0.9052 0.0618 0.0436
C -1.3900 -0.8186 1.0930
C -1.0134 1.5277 0.4737
H 0.3889 -1.8119 -2.5358
H -1.0741 -1.0306 -2.6109
H -0.6912 -2.3229 -1.2947
H 0.5297 0.4786 -1.7192
H 3.2429 -1.0934 -0.3846
H -2.4075 -0.9982 1.0537
H -0.7970 -1.8878 1.1013
H -1.1990 -0.3415 2.1097
H -1.5019 2.0466 -0.3830
H -1.5132 1.7675 1.4475
H 0.0318 1.8760 0.4440
O 1.9580 2.8461 0.7014
H 2.3492 3.1449 -0.0792
H 2.3306 1.9627 0.9930
O -3.0745 1.3948 -2.1294
H -3.8366 1.8111 -2.6302
H -3.5925 1.0531 -1.3138
O 2.1351 -1.2607 3.6703
H 1.4561 -1.9351 3.5507
H 2.8441 -1.5307 3.1046
O -0.5489 2.0368 -3.8347
H 0.0141 2.4729 -2.9917
H -1.4282 2.0790 -3.3427
O 3.1520 0.3833 1.7990
H 2.4188 0.0139 2.4242
H 3.4835 1.1093 2.3929
O -4.6815 -1.9094 1.0620
H -5.3584 -1.1958 0.8772
H -4.0377 -2.0653 0.2782
*
```

***

Please write out number 1 again, unchanged.
DFT (ωB97M-V/def2-TZVPD) results for a cluster of 6 separate species, C5H23NO5 in total in a non-equilibrium geometry.

Summary:
- Structure (SMILES): CCN(C)CC.O.O.O.O.O
- HOMO-LUMO gap: 8.79 eV
- ΔE to the lowest compared entry with this formula, charge and spin: 29.6 kcal per mole
- Total energy: -635.187295 Eh

ORCA input file:
```
! RIJCOSX wB97M-V def2-TZVPD def2/J DEFGRID3
* xyz 0 1
C 0.0820 1.3502 -1.4689
C -1.0906 0.3725 -1.4839
N -0.9626 -0.8072 -0.6146
C -1.5915 -0.5617 0.7183
C 0.3715 -1.4157 -0.5547
C 1.3913 -0.9710 0.5096
H 0.0872 1.7928 -0.4698
H 1.0456 0.9058 -1.6236
H -0.0686 2.0924 -2.2608
H -2.0059 0.9050 -1.2039
H -1.1989 0.0344 -2.5213
H -2.6354 -0.2612 0.6518
H -0.9988 0.3191 1.0358
H -1.5742 -1.3823 1.4429
H 0.8293 -1.2357 -1.5233
H 0.2635 -2.5256 -0.5046
H 1.6693 0.0360 0.1885
H 1.0415 -0.9714 1.5259
H 2.1696 -1.6906 0.2257
O -3.1734 -1.9944 -2.7670
H -3.5805 -1.9609 -1.8958
H -2.3922 -1.4517 -2.6147
O -2.4946 1.3269 3.2336
H -3.1640 0.8536 2.7655
H -1.6003 1.3183 2.8503
O 0.8411 1.4771 2.7755
H 1.6658 0.9760 2.9362
H 0.6086 2.1969 3.3613
O 3.2646 0.3792 3.1449
H 3.5966 0.0186 2.3000
H 2.6517 -0.3341 3.3817
O 2.6102 0.6391 -3.7618
H 2.6503 -0.3189 -3.8525
H 1.6918 0.8884 -3.9265
*
```

***

What is the HOMO-LUMO gap in the second record?
7.92 eV

***

Number 2 is which compound?
C5H23NO8